DFT (wB97M-V/def2-TZVPD) results for a structure of composition C8H15HfN2O3 in a non-equilibrium geometry.

- HOMO-LUMO gap (spin up / spin down) (eV) = 6.277 / 6.266
- M (g/mol) = 365.71

The geometry in ORCA input format:
```
! RIJCOSX wB97M-V def2-TZVPD def2/J DEFGRID3
* xyz 1 1
C -1.2414 0.9467 -3.5386
Hf 0.2850 -0.0603 -2.0683
N 2.4554 0.1086 -0.8795
N 1.8175 -0.5913 -3.8567
H 2.5274 -0.7237 -0.2465
H -0.4258 1.6606 -3.1066
H -2.1531 1.4293 -3.1722
H -1.4248 -0.1681 -3.3584
H -1.1842 1.0996 -4.6380
H 2.2547 -1.4981 -3.6583
H 2.5842 0.0896 -4.0028
H 1.3379 -0.6985 -4.7737
H 3.2904 0.0700 -1.4892
H 2.6156 0.9089 -0.2174
O -1.5974 1.7332 1.5546
C -1.2644 0.7260 2.3632
C -1.4820 0.9721 3.7346
C -1.1531 -0.0475 4.6397
C -0.6595 -1.2921 4.1762
C -0.4470 -1.5322 2.8170
C -0.7173 -0.5143 1.8987
C -0.3008 -0.5879 0.5468
O 0.4627 -1.4824 -0.0298
O -0.5086 0.4997 -0.2911
H -1.4419 1.4298 0.6049
H -1.8671 1.9447 4.0582
H -1.2914 0.1331 5.7030
H -0.3960 -2.0966 4.8660
H -0.0750 -2.4592 2.3642
*
```

Results of the Mulliken charge analysis, in e, for atoms 1 through 4: -0.71, 0.86, -0.78, -0.82